Record 1
Formula: C16H20NO2
Source: the Open Molecules 2025 dataset
Level of theory: ωB97M-V/def2-TZVPD

Atoms and positions in Å:
C: -3.54521 -3.02511 3.36143
O: -2.83623 -3.64684 2.31223
C: -2.09806 -2.79496 1.50731
C: -1.53941 -3.33516 0.33069
C: -0.84416 -2.56042 -0.55094
C: -0.65947 -1.17373 -0.32415
C: 0.01904 -0.40606 -1.29464
C: 0.13544 1.00963 -1.39952
C: 1.08568 1.55798 -2.28210
C: 1.26380 2.91500 -2.38361
C: 0.50019 3.79470 -1.62289
C: 0.73703 5.26274 -1.69711
C: -0.49285 3.27261 -0.80029
C: -0.68060 1.91706 -0.69765
C: -1.14652 -0.65810 0.90416
C: -1.85323 -1.43321 1.77823
H: -4.11800 -3.78786 3.89146
H: -2.85204 -2.56168 4.06432
H: -4.23911 -2.28694 2.95503
H: -1.68705 -4.38324 0.13773
H: -0.43803 -2.99450 -1.44878
H: 0.52275 -0.96996 -2.06277
H: 1.68274 0.88884 -2.87546
H: 2.00458 3.31186 -3.05661
H: 0.24294 5.78742 -0.87951
H: 1.80075 5.48957 -1.62854
H: 0.36673 5.68199 -2.63247
H: -1.12680 3.94514 -0.24690
H: -1.51658 1.54774 -0.13620
H: -0.89524 0.34761 1.18473
H: -2.20048 -1.00371 2.70083
C: 3.04551 -2.06593 0.62845
N: 2.90392 -0.61904 0.62123
O: 3.32829 -0.04096 -0.59139
H: 2.67744 -2.47735 1.56700
H: 2.49266 -2.51411 -0.19661
H: 4.09745 -2.32759 0.52122
H: 1.91780 -0.34702 0.69906
H: 3.94434 0.68360 -0.35699

Summary:
ΔE to the lowest compared entry with this formula, charge and spin in kcal per mole: 73.1
Orbital gap in eV: 6.243
Net charge: +1
Calculated total energy in Ha: -826.588367



Record 2
Formula: C25H34N2O6Si
Source: the Open Molecules 2025 dataset
Level of theory: ωB97M-V/def2-TZVPD

Atoms and positions in Å:
C: 4.83361 -2.73960 1.63444
Si: 5.36974 -1.89236 -0.02177
C: 7.29967 -1.67887 0.13294
C: 4.65738 -0.11852 -0.12432
O: 5.12125 -2.87299 -1.42896
C: 3.76247 -2.81922 -1.92622
C: 2.88593 -4.15402 -1.56746
C: 1.56419 -3.78521 -0.66569
C: 0.22617 -3.87216 -1.56722
N: -0.83274 -3.78014 -2.15013
C: 1.48052 -4.65540 0.68994
C: 0.79280 -6.06765 0.37919
N: 0.36408 -7.12118 -0.01258
C: 0.82548 -3.89034 1.94584
C: -0.56074 -3.14924 1.63201
O: -1.64395 -3.81076 1.80328
C: -0.70676 -1.62746 1.15960
C: -2.11527 -0.98027 0.82176
C: -2.17705 0.51981 0.31583
C: -0.91016 1.41406 0.12627
C: 0.47490 0.80127 0.49931
C: 0.53248 -0.67343 0.99618
H: 5.55810 -3.60952 1.89484
H: 5.03604 -1.94000 2.45572
H: 3.73141 -3.04730 1.66159
H: 7.72303 -1.54048 -0.93046
H: 7.45206 -0.66136 0.66597
H: 7.79484 -2.52358 0.72483
H: 4.66916 0.30064 -1.18900
H: 3.56475 -0.15076 0.26060
H: 5.23877 0.57424 0.58998
H: 3.84313 -2.83105 -3.08622
H: 3.17959 -1.86797 -1.66471
H: 3.48482 -4.92694 -0.97341
H: 2.47101 -4.58420 -2.55364
H: 1.70264 -2.69151 -0.35591
H: 2.57756 -4.89482 0.98694
H: 1.57149 -3.16605 2.44091
H: 0.58999 -4.70853 2.73572
H: -3.10038 -1.57632 0.93709
H: -3.19474 0.97503 0.04023
H: -0.92430 2.48710 -0.26659
H: 1.48283 1.35420 0.40898
H: 1.56460 -1.11495 1.27088
O: -3.59434 4.06142 -0.89311
C: -2.97980 4.35341 -1.88914
C: -3.55113 5.02388 -3.10768
C: -2.47133 4.78079 -4.13961
C: -1.22189 4.71153 -3.29440
O: -1.64291 4.15329 -2.04477
H: -3.68376 6.08838 -2.89962
H: -4.49685 4.56732 -3.40016
H: -2.42462 5.54764 -4.91488
H: -2.64201 3.81642 -4.62902
H: -0.79085 5.69967 -3.10736
H: -0.45930 4.07276 -3.74391
O: -3.82443 1.54417 3.09928
C: -4.73350 2.28741 2.82906
C: -4.61217 3.57974 2.07108
C: -5.93532 4.24954 2.37111
C: -6.85837 3.07172 2.57671
O: -6.03769 2.04287 3.13866
H: -4.49938 3.35991 1.00785
H: -3.77122 4.17080 2.43406
H: -6.27174 4.92816 1.58488
H: -5.85382 4.82366 3.30010
H: -7.28122 2.70572 1.63604
H: -7.67427 3.30675 3.26313

Summary:
SMILES string: C[Si](C)(C)OCC[C@@H](C#N)[C@H](C#N)CC(=O)c1ccccc1.O=C1CCCO1.O=C1CCCO1
Orbital gap in eV: 8.432
Calculated total energy in Ha: -1823.255326



Record 3
Formula: C21H30Br27Cl2NO3PS
Source: the Open Molecules 2025 dataset
Level of theory: ωB97M-V/def2-TZVPD

Atoms and positions in Å:
C: -2.01361 -0.94686 2.06461
C: -1.80625 -1.52013 0.89765
C: -1.31778 -2.00753 -0.57681
C: 0.20431 -1.48563 -0.90276
P: 1.34800 -2.37452 0.34840
O: 1.59147 -1.18042 1.59633
Cl: 0.44169 -4.08117 1.19937
N: 0.45992 -1.88001 -2.34685
C: 1.76119 -1.36800 -2.90248
C: 1.92504 0.25094 -2.80297
C: 1.77899 0.63547 -1.23995
C: 2.11084 2.17602 -0.88003
S: 1.86477 3.38999 -2.26338
O: 3.19068 4.03801 -2.67268
O: 0.99801 4.51729 -1.68419
C: 0.28965 0.15021 -0.77177
C: -0.88174 0.88508 -1.66371
C: -2.09775 1.44974 -0.76204
C: -3.56443 1.07946 -1.37939
Cl: -1.98335 3.31107 -0.84821
H: -2.13487 -0.16114 2.92726
H: -1.42682 -3.15227 -0.69466
H: -2.10024 -1.54902 -1.31046
H: 0.67460 -1.05010 1.97565
H: -0.36112 -1.68722 -2.97144
H: 0.53886 -2.93280 -2.33857
H: 1.75073 -1.62597 -4.03897
H: 2.61444 -1.92076 -2.36098
H: 1.16410 0.75331 -3.50152
H: 2.99564 0.52188 -3.15262
H: 2.57163 -0.00770 -0.67399
H: 1.52173 2.43132 0.08690
H: 3.23302 2.22461 -0.56839
H: 1.15693 2.89902 -3.35974
H: 0.08947 0.50322 0.31917
H: -0.47263 1.75399 -2.29079
H: -1.35928 0.13980 -2.42365
H: -2.02874 1.18644 0.35327
H: -3.72516 -0.06365 -1.43426
H: -3.73448 1.59353 -2.40307
H: -4.38174 1.46815 -0.64503
C: 4.84138 7.32567 -1.87948
Br: 6.41173 6.89922 -0.82092
Br: 3.36483 7.92345 -0.77136
Br: 5.24670 8.59582 -3.29017
H: 4.52288 6.40175 -2.36413
C: -6.16733 -2.35421 0.22650
Br: -6.96980 -2.08116 -1.52015
Br: -6.84293 -3.95505 1.08970
Br: -4.22618 -2.34548 0.13924
H: -6.46166 -1.50820 0.84812
C: -1.45961 1.30301 6.16894
Br: -0.01391 0.98167 7.42117
Br: -1.45146 3.12721 5.50853
Br: -1.45807 0.00992 4.71762
H: -2.39258 1.16617 6.71659
C: 1.82454 0.25063 -7.07387
Br: 3.40451 -0.17219 -6.02866
Br: 0.34847 0.82560 -5.94878
Br: 2.20971 1.53526 -8.47403
H: 1.50923 -0.67087 -7.56407
C: 7.49218 5.27738 -4.92677
Br: 6.16297 4.36710 -3.84449
Br: 9.21306 4.38225 -4.86005
Br: 6.88261 5.53551 -6.75117
H: 7.63117 6.26858 -4.49366
C: 0.86440 -5.37521 5.56527
Br: 1.15622 -3.89573 4.34241
Br: -0.86724 -6.20685 5.28893
Br: 2.30782 -6.66958 5.48763
H: 0.86183 -4.96016 6.57338
C: -0.39934 3.34972 10.91633
Br: -0.13437 4.82834 9.68757
Br: -2.13585 2.51549 10.67783
Br: 1.04315 2.05567 10.80880
H: -0.38075 3.76500 11.92415
C: 1.63843 -5.78616 -4.36157
Br: -0.09996 -6.30477 -5.04865
Br: 2.41101 -4.32612 -5.37857
Br: 1.57354 -5.38534 -2.46173
H: 2.29904 -6.64519 -4.48380
C: -8.94988 -5.36003 4.95946
Br: -7.84605 -3.92410 5.65746
Br: -10.68173 -4.71615 4.36668
Br: -8.03732 -6.35960 3.56821
H: -9.13117 -6.05184 5.78229

Summary:
ΔE to the lowest compared entry with this formula, charge and spin in kcal per mole: 66.2
Orbital gap in eV: 8.217
Net charge: +1
Calculated total energy in Ha: -72256.347100